{"formula": "C12H41N3O11Si", "method": "the ωB97M-V functional and the def2-TZVPD basis", "species": ["Si", "O", "O", "O", "O", "O", "O", "O", "O", "O", "O", "O", "N", "N", "N", "C", "C", "C", "C", "C", "C", "C", "C", "C", "C", "C", "C", "H", "H", "H", "H", "H", "H", "H", "H", "H", "H", "H", "H", "H", "H", "H", "H", "H", "H", "H", "H", "H", "H", "H", "H", "H", "H", "H", "H", "H", "H", "H", "H", "H", "H", "H", "H", "H", "H", "H", "H", "H"], "coordinates": [[-2.15, 2.55, -1.78], [-0.15, -3.30, 3.15], [3.81, 0.25, 2.27], [4.07, -2.72, 3.15], [-1.44, -1.41, -4.26], [3.55, -2.93, -0.36], [4.41, 3.97, 1.79], [-1.45, 0.97, -1.58], [-1.64, -1.95, 5.65], [1.27, 2.70, -1.90], [1.17, -4.97, 4.57], [2.41, -5.17, -2.54], [-4.42, 0.28, -1.63], [-5.68, 1.34, 0.11], [-5.94, 2.11, -2.14], [0.20, -2.48, -0.73], [0.42, -1.45, 0.46], [2.29, 1.75, -1.51], [1.62, 0.30, -1.33], [0.71, -2.08, -2.18], [-3.78, 2.68, -0.80], [1.41, -0.71, -2.49], [0.55, 3.23, -0.76], [-0.87, 3.88, -1.20], [1.12, -0.11, 0.12], [-4.91, 1.61, -1.17], [1.46, 4.35, 0.00], [1.73, -0.48, -3.57], [3.34, -5.01, -2.33], [-1.46, 0.73, -0.62], [1.19, -5.92, 4.36], [-4.14, 0.27, -2.62], [-2.59, -1.79, 5.70], [-1.41, -1.62, 4.77], [-1.31, 4.32, -0.22], [-0.24, -3.59, 4.07], [-6.06, 0.38, -0.02], [-1.24, -0.93, -3.44], [2.51, 3.96, 0.26], [-0.72, 4.71, -1.96], [0.30, 2.45, 0.04], [1.26, 0.67, 0.95], [-2.33, 2.73, -3.24], [-4.91, 1.18, 0.80], [0.51, -2.81, -3.04], [4.43, 3.03, 1.57], [-4.23, 3.72, -1.06], [1.87, -4.87, 5.22], [-3.71, -0.14, -1.01], [2.75, -2.42, -0.17], [0.95, 4.55, 1.02], [3.35, -3.82, -0.02], [2.94, 2.07, -0.63], [4.96, -2.96, 3.42], [3.37, -0.29, 1.60], [4.14, -2.59, 2.20], [-3.51, 2.73, 0.31], [1.96, -4.40, -2.19], [1.51, 5.31, -0.63], [-2.22, -1.93, -4.05], [0.12, -4.10, 2.68], [2.99, 1.65, -2.43], [3.32, 0.06, 3.08], [5.11, 4.07, 2.45], [0.08, -1.64, 1.53], [-5.60, 2.06, -3.11], [-0.34, -3.45, -0.50], [-6.71, 1.41, -2.05]], "nbo_charge": [1.64, -0.97, -0.95, -0.95, -0.95, -0.95, -0.95, -1.08, -0.94, -0.54, -0.95, -0.94, -0.90, -0.82, -0.83, -0.27, -0.27, -0.11, 0.00, -0.24, -0.95, -0.22, 0.12, -0.90, -0.30, 0.42, -0.65, 0.25, 0.47, 0.49, 0.47, 0.37, 0.47, 0.47, 0.23, 0.50, 0.36, 0.49, 0.23, 0.25, 0.16, 0.23, -0.21, 0.34, 0.25, 0.48, 0.27, 0.48, 0.37, 0.49, 0.21, 0.47, 0.20, 0.47, 0.47, 0.48, 0.24, 0.47, 0.22, 0.47, 0.47, 0.21, 0.48, 0.47, 0.27, 0.35, 0.24, 0.37], "total_energy_ha": -1763.0746, "e_lumo_ev": -0.021, "gap_ha": 0.3348, "smiles": "C[C@@H](C[Si@@H](O)CC(N)(N)N)OCc1ccccc1.O.O.O.O.O.O.O.O.O"}

{"formula": "C12H41N7O4P3", "method": "the ωB97M-V functional and the def2-TZVPD basis", "species": ["P", "P", "P", "O", "O", "O", "O", "N", "N", "N", "N", "N", "N", "N", "C", "C", "C", "C", "C", "C", "C", "C", "C", "C", "C", "C", "H", "H", "H", "H", "H", "H", "H", "H", "H", "H", "H", "H", "H", "H", "H", "H", "H", "H", "H", "H", "H", "H", "H", "H", "H", "H", "H", "H", "H", "H", "H", "H", "H", "H", "H", "H", "H", "H", "H", "H", "H"], "coordinates": [[-1.85, 1.41, 2.96], [5.40, -0.18, -0.47], [-4.62, -0.78, 0.18], [-0.12, 0.57, 2.67], [1.47, 1.90, 3.04], [5.02, -1.43, -1.15], [-4.64, 0.26, 1.24], [3.96, 0.65, -0.19], [-5.09, 0.22, -1.16], [6.44, 0.53, -1.67], [0.84, 0.97, 3.48], [-3.89, -1.95, -0.77], [6.27, 0.42, 0.82], [-5.87, -1.81, 0.78], [6.37, 1.91, -2.09], [-4.12, 1.25, -1.50], [6.79, -0.32, -2.80], [-3.85, -1.97, -2.22], [3.00, -0.04, 0.66], [7.71, 0.19, 0.86], [-7.04, -2.19, 0.03], [-6.20, -1.64, 2.19], [-3.54, -3.22, -0.14], [5.80, 1.43, 1.76], [-6.30, 0.25, -1.94], [3.49, 1.92, -0.69], [7.97, -0.74, 0.34], [8.25, 1.01, 0.38], [-3.33, -3.08, 0.92], [2.80, -1.06, 0.31], [5.53, 2.10, -2.78], [-2.50, 0.13, 3.11], [-4.81, -2.30, -2.64], [-6.71, -2.54, 2.54], [-3.58, -1.02, -2.64], [8.05, 0.10, 1.89], [-3.20, 0.83, -1.93], [6.29, 2.58, -1.23], [-6.81, 1.22, -1.84], [-7.51, -3.06, 0.50], [5.84, 2.43, 1.32], [-1.24, 2.74, 2.83], [-3.15, 2.05, 3.09], [6.44, 1.42, 2.65], [2.05, 0.49, 0.68], [3.25, 2.61, 0.13], [7.70, 0.07, -3.26], [-3.83, 1.83, -0.62], [4.21, 2.42, -1.34], [-7.02, -0.50, -1.65], [-2.04, 1.41, 1.51], [6.00, -0.37, -3.56], [2.57, 1.79, -1.28], [-2.65, -3.64, -0.60], [-6.86, -0.78, 2.36], [7.29, 2.18, -2.61], [-6.78, -2.51, -0.99], [3.35, -0.12, 1.70], [-3.08, -2.68, -2.54], [-6.09, 0.12, -3.01], [4.79, 1.23, 2.11], [-1.63, 1.50, 4.40], [-5.31, -1.50, 2.79], [-4.54, 1.94, -2.23], [7.01, -1.34, -2.47], [-4.36, -3.94, -0.23], [-7.79, -1.39, -0.02]], "nbo_charge": [0.53, 2.38, 2.34, -0.65, -0.42, -1.07, -1.00, -0.84, -0.82, -0.80, 0.32, -0.78, -0.80, -0.80, -0.40, -0.42, -0.40, -0.39, -0.42, -0.40, -0.40, -0.40, -0.40, -0.39, -0.39, -0.39, 0.21, 0.18, 0.22, 0.21, 0.17, -0.14, 0.18, 0.17, 0.22, 0.19, 0.17, 0.20, 0.18, 0.19, 0.18, -0.15, -0.13, 0.19, 0.24, 0.19, 0.17, 0.24, 0.20, 0.20, -0.16, 0.17, 0.19, 0.19, 0.18, 0.18, 0.19, 0.18, 0.19, 0.16, 0.23, -0.17, 0.23, 0.19, 0.22, 0.18, 0.17], "total_energy_ha": -2189.9328, "e_lumo_ev": 2.555, "gap_ha": 0.2208, "charge": -1, "e_above_lowest_kj_mol": 0.0}

{"formula": "C12H42Ca2O18P2S", "method": "the ωB97M-V functional and the def2-TZVPD basis", "species": ["Ca", "Ca", "S", "P", "P", "O", "O", "O", "O", "O", "O", "O", "O", "O", "O", "O", "O", "O", "O", "O", "O", "O", "O", "C", "C", "C", "C", "C", "C", "C", "C", "C", "C", "C", "C", "H", "H", "H", "H", "H", "H", "H", "H", "H", "H", "H", "H", "H", "H", "H", "H", "H", "H", "H", "H", "H", "H", "H", "H", "H", "H", "H", "H", "H", "H", "H", "H", "H", "H", "H", "H", "H", "H", "H", "H", "H", "H"], "coordinates": [[-0.58, -3.51, 1.17], [3.12, -0.41, 1.11], [0.62, -0.54, -0.35], [4.11, 2.76, -0.66], [-4.27, -3.09, 1.04], [0.08, -1.77, 0.14], [-1.45, 1.46, -3.14], [-1.71, -1.52, 2.33], [2.59, 0.46, 3.33], [1.93, -0.82, -0.90], [-0.37, -4.53, -1.04], [-2.90, -3.61, 0.98], [-5.43, -3.84, 0.03], [-4.40, -1.53, 0.48], [-0.44, 1.60, 2.11], [-4.93, -2.80, 2.47], [-0.26, 0.15, -1.28], [3.72, 1.43, -0.25], [2.91, 3.69, -1.40], [4.54, 3.79, 0.55], [2.39, -0.32, -4.06], [5.36, 2.78, -1.62], [1.03, 0.26, 0.78], [-3.77, -1.24, -0.77], [-0.67, 2.76, 1.35], [3.49, 0.50, -4.13], [3.47, 4.45, 1.27], [-5.84, -1.75, 2.94], [-6.11, -4.99, 0.55], [6.45, 1.87, -1.48], [-0.64, -3.55, -1.99], [2.44, 1.64, 3.88], [1.66, 3.11, -1.75], [-0.48, 1.49, -4.18], [-1.83, -1.53, 3.72], [0.01, 2.45, -4.05], [-1.44, 3.37, 1.82], [-0.93, -1.53, 4.33], [-1.44, -2.88, -1.68], [-6.90, -5.28, -0.13], [-1.09, 1.40, -5.09], [-2.30, -0.62, 4.11], [7.47, 2.20, -1.32], [4.06, 0.27, -5.03], [-2.97, -0.56, -0.46], [-5.28, -0.86, 3.25], [0.25, -2.92, -2.03], [-2.50, -2.34, 4.02], [3.32, 1.55, -4.40], [6.16, 1.30, -0.60], [-3.32, -2.10, -1.26], [4.01, 0.46, -3.17], [-6.33, -1.41, 2.03], [1.42, 1.68, 4.29], [-6.63, -1.98, 3.65], [-1.12, 2.44, 0.41], [2.15, -0.46, -3.14], [3.36, 5.52, 1.10], [2.52, 3.93, 1.19], [-0.80, -4.07, -2.93], [0.46, -4.95, -1.27], [-1.05, -0.84, 2.15], [1.56, 2.03, -1.60], [-5.46, -5.86, 0.64], [-4.47, -0.74, -1.43], [0.11, 3.49, 1.16], [6.40, 1.22, -2.36], [3.58, 4.46, 2.36], [-1.06, 1.06, -2.36], [0.78, 3.56, -1.30], [0.10, 1.07, 1.51], [-6.59, -4.81, 1.51], [1.59, 3.16, -2.84], [3.25, 1.81, 4.59], [2.58, -0.26, 3.96], [2.45, 2.48, 3.20], [0.26, 0.69, -4.11]], "lowdin_spin": [0.32, 0.32, 0.05, 0.00, 0.00, 0.05, 0.00, 0.02, 0.05, 0.03, 0.02, 0.01, 0.00, 0.00, 0.00, 0.00, 0.00, 0.01, 0.00, 0.00, 0.00, 0.00, 0.02, 0.00, 0.00, 0.00, 0.00, 0.00, 0.00, 0.00, 0.00, 0.01, 0.00, 0.00, 0.01, 0.00, 0.00, 0.01, 0.00, 0.00, 0.00, 0.00, 0.00, 0.00, 0.00, 0.00, 0.00, 0.00, 0.00, 0.00, 0.00, 0.00, 0.00, 0.00, 0.00, 0.00, 0.00, 0.00, 0.00, 0.00, 0.01, 0.00, 0.00, 0.00, 0.00, 0.00, 0.00, 0.00, 0.00, 0.00, 0.00, 0.00, 0.00, 0.00, 0.03, 0.00, 0.00], "total_energy_ha": -4272.8316, "e_lumo_ev": [-3.151, -3.052], "gap_ha": [0.1400, 0.2885], "charge": 1, "spin_multiplicity": 2}

{"formula": "C12H42N8O9", "method": "the ωB97M-V functional and the def2-TZVPD basis", "species": ["O", "O", "O", "O", "O", "O", "O", "O", "O", "N", "N", "N", "N", "N", "N", "N", "N", "C", "C", "C", "C", "C", "C", "C", "C", "C", "C", "C", "C", "H", "H", "H", "H", "H", "H", "H", "H", "H", "H", "H", "H", "H", "H", "H", "H", "H", "H", "H", "H", "H", "H", "H", "H", "H", "H", "H", "H", "H", "H", "H", "H", "H", "H", "H", "H", "H", "H", "H", "H", "H", "H"], "coordinates": [[3.83, -0.84, -0.17], [-0.74, 1.61, -3.75], [1.42, 0.41, 0.09], [-2.21, 1.50, 0.96], [2.53, 2.35, 4.41], [3.23, -2.64, 2.59], [-2.51, -4.07, 1.68], [-5.22, -0.86, -0.49], [2.86, 3.01, -0.45], [-5.09, 0.11, -2.72], [3.33, 2.16, 2.14], [1.48, 0.93, -3.38], [1.50, 1.06, 2.72], [0.07, -0.61, -3.90], [2.55, 3.30, -2.71], [-3.78, 0.77, -1.19], [0.80, 3.42, -1.39], [2.09, 3.31, -1.52], [-2.69, -2.73, 1.30], [1.85, -2.75, 2.65], [0.21, 0.67, -3.66], [-2.53, 1.02, 2.28], [1.49, -3.45, 1.40], [0.45, -0.53, -0.27], [-3.98, 0.51, 2.36], [4.65, 0.09, -0.93], [-2.45, -2.70, -0.19], [-4.72, -0.07, -1.46], [2.48, 1.89, 3.07], [-3.61, -2.23, 1.48], [-3.89, -0.26, 1.58], [1.32, 0.66, 1.81], [-2.30, 1.80, 3.01], [3.58, -1.81, 2.94], [-0.42, -0.10, -0.72], [-3.22, 0.74, -0.31], [4.69, 1.04, -0.47], [-0.87, -0.96, -4.14], [2.01, 3.70, -3.48], [-2.41, -1.63, -0.47], [0.21, 3.67, -2.19], [-1.90, -2.15, 1.89], [-1.44, -3.12, -0.35], [0.79, -1.30, -0.97], [-5.85, -0.48, -3.10], [1.53, -1.69, 2.70], [1.46, -3.27, 3.61], [3.59, 3.07, -2.88], [0.72, -1.32, -3.70], [2.26, 0.36, -3.55], [0.10, -1.03, 0.62], [-1.85, 0.28, 2.46], [-1.48, 2.18, 1.07], [-3.19, -3.21, -0.84], [-1.77, -4.50, 1.28], [1.39, 1.14, -0.56], [0.41, 3.41, -0.45], [1.78, -2.76, 0.55], [1.80, -4.44, 1.41], [1.68, 1.90, -3.07], [0.44, -3.61, 1.34], [3.96, 2.99, 2.26], [-4.21, 0.00, 3.27], [-4.74, 1.25, 2.01], [3.02, -0.37, -0.25], [4.21, 0.28, -1.92], [-3.55, 1.51, -1.83], [5.72, -0.24, -0.94], [-4.86, 0.93, -3.23], [3.13, 2.02, 1.19], [0.87, 0.71, 3.48]], "lowdin_charge": [-0.11, -0.11, -0.16, -0.14, -0.18, -0.07, -0.07, -0.10, -0.08, 0.15, 0.17, 0.17, 0.14, 0.17, 0.14, 0.16, 0.20, -0.67, -0.32, -0.35, -0.63, -0.28, -0.08, -0.14, -0.05, -0.13, -0.09, -0.64, -0.59, 0.08, 0.03, 0.04, 0.12, 0.09, 0.07, 0.08, 0.04, 0.14, 0.15, 0.06, 0.13, 0.12, 0.07, 0.09, 0.13, 0.09, 0.14, 0.20, 0.10, 0.09, 0.07, 0.05, 0.12, 0.10, 0.06, 0.07, 0.14, 0.09, 0.06, 0.04, 0.04, 0.15, 0.07, 0.10, -0.02, 0.06, 0.11, 0.10, 0.10, 0.02, 0.13], "total_energy_ha": -1597.5263, "e_lumo_ev": -0.360, "gap_ha": 0.3008, "smiles": "NC(N)=O.NC(N)=O.NC(N)=O.NC(N)=O.CCO.CCO.CCO.CO.CO", "e_above_lowest_kj_mol": 516.5}